i) A 2-piece molecular cluster, H4O2 overall, computed with ωB97M-V/def2-TZVPD.

CARTESIAN COORDINATES (ANGSTROEM)
O  0.37  -3.34  4.32
H  -0.32  -2.92  3.81
H  0.89  -3.86  3.71
O  -0.02  3.16  -4.04
H  -0.04  4.11  -4.01
H  -0.89  2.85  -3.78

The SMILES is O.O. The calculation puts the frontier orbital gap at 12.69 eV. The lowest unoccupied orbital energy comes out at 1.1 eV. The molar mass comes out at 36.0 g mol⁻¹. For the highest occupied orbital energy, the calculation gives -11.62 eV.

ii) A 2-piece molecular cluster, H4O2 overall, computed with ωB97M-V/def2-TZVPD.

CARTESIAN COORDINATES (ANGSTROEM)
O  1.66  0.35  -0.24
H  1.17  1.17  -0.24
H  1.14  -0.17  -0.88
O  -1.19  -0.18  0.22
H  -2.12  -0.45  0.34
H  -0.66  -0.72  0.80

The SMILES is O.O. The calculation puts the frontier orbital gap at 12.17 eV. The lowest unoccupied orbital energy comes out at 0.8 eV. The molar mass comes out at 36.0 g mol⁻¹. For the highest occupied orbital energy, the calculation gives -11.35 eV.

Most stable to least stable, the ends of the list are ii) and i).

i) A 2-piece molecular cluster, H4O2 overall, computed with ωB97M-V/def2-TZVPD.

CARTESIAN COORDINATES (ANGSTROEM)
O  -1.63  -0.03  0.01
H  -2.47  -0.51  0.04
H  -1.94  0.89  -0.20
O  1.73  -0.09  -0.09
H  2.50  0.47  0.18
H  1.10  0.09  0.61

The SMILES is O.O. The calculation puts the frontier orbital gap at 12.05 eV. The lowest unoccupied orbital energy comes out at 0.8 eV. The molar mass comes out at 36.0 g mol⁻¹. For the highest occupied orbital energy, the calculation gives -11.21 eV.

ii) A 2-piece molecular cluster, H4O2 overall, computed with ωB97M-V/def2-TZVPD.

CARTESIAN COORDINATES (ANGSTROEM)
O  0.37  -1.19  -0.20
H  0.94  -1.83  0.25
H  -0.48  -1.60  -0.33
O  -0.04  1.59  0.42
H  -0.18  0.78  -0.08
H  -0.60  2.24  -0.05

The SMILES is O.O. The calculation puts the frontier orbital gap at 11.72 eV. The lowest unoccupied orbital energy comes out at 0.8 eV. The molar mass comes out at 36.0 g mol⁻¹. For the highest occupied orbital energy, the calculation gives -10.97 eV.

iii) A 2-piece molecular cluster, H4O2 overall, computed with ωB97M-V/def2-TZVPD.

CARTESIAN COORDINATES (ANGSTROEM)
O  1.75  -0.02  -0.34
H  0.88  0.09  0.07
H  1.90  0.81  -0.81
O  -1.14  -0.26  0.24
H  -1.94  0.00  -0.24
H  -1.45  -0.61  1.09

The SMILES is O.O. The calculation puts the frontier orbital gap at 11.53 eV. The lowest unoccupied orbital energy comes out at 0.7 eV. The molar mass comes out at 36.0 g mol⁻¹. For the highest occupied orbital energy, the calculation gives -10.87 eV.

iv) A 2-piece molecular cluster, H4O2 overall, computed with ωB97M-V/def2-TZVPD.

CARTESIAN COORDINATES (ANGSTROEM)
O  1.74  -0.02  -0.35
H  0.91  -0.47  -0.23
H  2.45  -0.64  -0.68
O  -1.98  0.37  0.73
H  -2.08  0.38  -0.25
H  -1.05  0.38  0.78

The SMILES is O.O. The calculation puts the frontier orbital gap at 12.37 eV. The lowest unoccupied orbital energy comes out at 0.6 eV. The molar mass comes out at 36.0 g mol⁻¹. For the highest occupied orbital energy, the calculation gives -11.80 eV.

Most stable to least stable, the ends of the list are iii) and iv).

i) A 2-piece molecular cluster, H4O2 overall, computed with ωB97M-V/def2-TZVPD.

CARTESIAN COORDINATES (ANGSTROEM)
O  -0.48  0.66  0.63
H  -1.27  0.12  0.41
H  -0.75  1.18  1.39
O  0.68  -0.83  -1.15
H  1.36  -1.15  -0.53
H  0.47  0.03  -0.74

The SMILES is O.O. The calculation puts the frontier orbital gap at 11.52 eV. The lowest unoccupied orbital energy comes out at 0.7 eV. The molar mass comes out at 36.0 g mol⁻¹. For the highest occupied orbital energy, the calculation gives -10.85 eV.

ii) A 2-piece molecular cluster, H4O2 overall, computed with ωB97M-V/def2-TZVPD.

CARTESIAN COORDINATES (ANGSTROEM)
O  -1.57  -0.03  0.02
H  -2.42  -0.50  -0.01
H  -1.76  0.88  -0.25
O  1.62  -0.08  -0.07
H  2.56  0.24  -0.11
H  1.24  0.26  0.78

The SMILES is O.O. The calculation puts the frontier orbital gap at 12.11 eV. The lowest unoccupied orbital energy comes out at 0.9 eV. The molar mass comes out at 36.0 g mol⁻¹. For the highest occupied orbital energy, the calculation gives -11.16 eV.

Most stable to least stable, the ends of the list are i) and ii).

i) A 2-piece molecular cluster, H4O2 overall, computed with ωB97M-V/def2-TZVPD.

CARTESIAN COORDINATES (ANGSTROEM)
O  -1.77  0.50  -0.82
H  -1.82  1.26  -0.23
H  -1.74  0.87  -1.71
O  1.89  -0.54  0.81
H  1.67  -1.47  0.68
H  1.19  -0.12  1.31

The SMILES is O.O. The calculation puts the frontier orbital gap at 12.22 eV. The lowest unoccupied orbital energy comes out at 0.8 eV. The molar mass comes out at 36.0 g mol⁻¹. For the highest occupied orbital energy, the calculation gives -11.39 eV.

ii) A 2-piece molecular cluster, H4O2 overall, computed with ωB97M-V/def2-TZVPD.

CARTESIAN COORDINATES (ANGSTROEM)
O  0.30  -1.40  -0.88
H  -0.01  -1.82  -0.09
H  0.63  -0.50  -0.62
O  -0.52  0.96  0.31
H  -0.61  1.22  1.26
H  0.21  1.54  0.02

The SMILES is O.O. The calculation puts the frontier orbital gap at 11.43 eV. The lowest unoccupied orbital energy comes out at 0.6 eV. The molar mass comes out at 36.0 g mol⁻¹. For the highest occupied orbital energy, the calculation gives -10.85 eV.

iii) A 2-piece molecular cluster, H4O2 overall, computed with ωB97M-V/def2-TZVPD.

CARTESIAN COORDINATES (ANGSTROEM)
O  -0.13  0.06  1.42
H  -0.36  -0.78  1.87
H  0.30  -0.06  0.47
O  0.12  -0.06  -1.04
H  -0.77  0.33  -1.43
H  0.84  0.50  -1.28

The SMILES is O.O. The calculation puts the frontier orbital gap at 10.77 eV. The lowest unoccupied orbital energy comes out at 0.6 eV. The molar mass comes out at 36.0 g mol⁻¹. For the highest occupied orbital energy, the calculation gives -10.20 eV.

Most stable to least stable, the ends of the list are i) and iii).

i) A 2-piece molecular cluster, H4O2 overall, computed with ωB97M-V/def2-TZVPD.

CARTESIAN COORDINATES (ANGSTROEM)
O  -0.94  -0.44  1.31
H  -0.42  0.20  0.86
H  -0.38  -0.91  1.91
O  0.66  0.46  -0.91
H  0.44  -0.32  -1.42
H  0.63  1.01  -1.74

The SMILES is O.O. The calculation puts the frontier orbital gap at 11.81 eV. The lowest unoccupied orbital energy comes out at 0.7 eV. The molar mass comes out at 36.0 g mol⁻¹. For the highest occupied orbital energy, the calculation gives -11.09 eV.

ii) A 2-piece molecular cluster, H4O2 overall, computed with ωB97M-V/def2-TZVPD.

CARTESIAN COORDINATES (ANGSTROEM)
O  1.08  -0.09  -0.22
H  1.62  0.59  0.26
H  1.06  -0.87  0.40
O  -1.49  -0.19  -0.10
H  -0.52  -0.20  -0.37
H  -1.75  0.77  0.03

The SMILES is O.O. The calculation puts the frontier orbital gap at 11.14 eV. The lowest unoccupied orbital energy comes out at 0.6 eV. The molar mass comes out at 36.0 g mol⁻¹. For the highest occupied orbital energy, the calculation gives -10.54 eV.

Most stable to least stable, the ends of the list are i) and ii).

i) A 5-piece molecular cluster, C7H23BrN7O4 overall, computed with ωB97M-V/def2-TZVPD.

CARTESIAN COORDINATES (ANGSTROEM)
Br  1.36  -0.78  0.63
C  2.59  0.30  5.11
O  3.33  -0.67  5.07
N  2.48  1.10  6.21
N  1.78  0.64  4.05
H  1.98  1.97  6.15
H  3.10  0.92  6.98
H  1.23  1.47  4.05
H  1.87  0.07  3.22
C  4.24  1.85  -1.11
O  4.97  2.79  -1.38
N  4.43  0.59  -1.62
N  3.17  1.95  -0.27
H  5.21  0.47  -2.23
H  3.78  -0.16  -1.44
H  3.05  2.84  0.18
H  2.66  1.12  0.03
C  -1.99  0.54  2.74
O  -2.98  0.90  3.37
N  -1.74  -0.74  2.33
N  -0.98  1.40  2.36
H  -2.40  -1.46  2.54
H  -0.93  -0.82  1.73
H  -0.17  1.01  1.88
H  -1.06  2.38  2.50
C  -2.21  -0.12  -1.67
C  -1.70  -1.11  -2.72
C  -2.28  -0.89  -4.10
O  -3.68  -1.13  -4.16
C  -4.01  -2.49  -4.22
N  -0.22  -1.09  -2.85
H  -1.51  -0.07  -0.84
H  -3.21  -0.34  -1.29
H  -2.22  0.92  -2.03
H  -1.89  -2.11  -2.32
H  -1.76  -1.52  -4.83
H  -2.17  0.17  -4.34
H  -3.34  -3.11  -3.61
H  -3.96  -2.88  -5.25
H  -5.02  -2.63  -3.83
H  0.05  -0.14  -3.11
H  0.16  -1.18  -1.91

The calculation puts the frontier orbital gap at 8.85 eV. The lowest unoccupied orbital energy comes out at 2.8 eV. As for the charge: -1. The molar mass comes out at 349.2 g mol⁻¹. For the highest occupied orbital energy, the calculation gives -6.02 eV.

ii) A 5-piece molecular cluster, C7H23BrN7O4 overall, computed with ωB97M-V/def2-TZVPD.

CARTESIAN COORDINATES (ANGSTROEM)
Br  -29.68  -13.27  -8.54
C  -25.28  -13.62  -5.32
O  -24.75  -13.60  -4.19
N  -25.26  -12.70  -6.22
N  -25.98  -14.61  -5.73
H  -24.79  -11.84  -5.96
H  -25.95  -12.64  -6.96
H  -26.77  -14.34  -6.30
H  -26.23  -15.33  -5.07
C  -33.25  -14.19  -13.50
O  -33.07  -15.36  -13.55
N  -33.64  -13.50  -14.53
N  -33.18  -13.50  -12.39
H  -34.25  -12.70  -14.55
H  -33.84  -14.14  -15.29
H  -32.67  -13.94  -11.64
H  -33.25  -12.50  -12.50
C  -29.99  -9.09  -4.92
O  -29.92  -8.15  -4.20
N  -29.15  -10.05  -4.83
N  -30.94  -9.38  -5.73
H  -29.33  -10.83  -5.44
H  -28.54  -10.23  -4.04
H  -31.80  -8.85  -5.72
H  -30.85  -10.15  -6.38
C  -26.81  -14.76  -13.02
C  -25.34  -14.58  -12.70
C  -24.73  -13.21  -13.19
O  -23.40  -13.03  -12.81
C  -22.55  -13.64  -13.72
N  -25.36  -14.55  -11.22
H  -27.26  -15.67  -12.63
H  -26.93  -14.85  -14.10
H  -27.31  -13.81  -12.80
H  -24.79  -15.51  -12.88
H  -25.23  -12.33  -12.80
H  -24.90  -13.13  -14.27
H  -22.81  -14.68  -13.92
H  -21.62  -13.74  -13.18
H  -22.35  -13.12  -14.66
H  -24.75  -13.83  -10.87
H  -26.29  -14.23  -10.99

The calculation puts the frontier orbital gap at 7.21 eV. The lowest unoccupied orbital energy comes out at 2.5 eV. As for the charge: -1. The molar mass comes out at 349.2 g mol⁻¹. For the highest occupied orbital energy, the calculation gives -4.69 eV.

Most stable to least stable, the ends of the list are i) and ii).

i) An isolated ion of composition C5H11N2 and charge +1, computed with ωB97M-V/def2-TZVPD.

CARTESIAN COORDINATES (ANGSTROEM)
C  1.49  -1.26  0.12
C  0.83  0.01  -0.03
N  1.76  1.13  0.08
C  -0.50  0.45  -0.11
N  -0.59  1.85  0.07
C  -1.52  -0.49  0.64
C  -1.61  -0.40  -0.81
H  2.23  -1.27  0.83
H  1.93  -1.64  -0.72
H  0.85  -2.01  0.29
H  2.69  1.13  0.35
H  1.33  2.05  0.24
H  -0.81  2.25  0.97
H  -1.19  2.17  -0.64
H  -2.32  0.12  1.28
H  -1.20  -1.31  1.10
H  -1.18  -1.16  -1.40
H  -2.47  0.11  -1.29

The SMILES is CC(=[NH2+])C1(N)CC1. The calculation puts the frontier orbital gap at 9.60 eV. The lowest unoccupied orbital energy comes out at -4.6 eV. As for the charge: +1. The molar mass comes out at 99.2 g mol⁻¹. For the highest occupied orbital energy, the calculation gives -14.24 eV.

ii) An isolated ion of composition C5H11N2 and charge +1, computed with ωB97M-V/def2-TZVPD.

CARTESIAN COORDINATES (ANGSTROEM)
C  2.02  0.25  0.26
C  0.54  0.06  0.02
C  -0.35  1.22  -0.19
N  -1.62  0.58  -0.41
C  -1.71  -0.58  0.53
C  -0.21  -1.14  0.46
N  0.18  -1.09  -0.98
H  2.43  -0.69  0.36
H  2.26  0.80  1.09
H  2.63  0.71  -0.57
H  -0.46  1.72  0.69
H  0.05  1.96  -0.87
H  -2.31  1.27  -0.57
H  -2.50  -1.25  0.50
H  -1.66  -0.18  1.48
H  0.28  -1.70  1.23
H  0.99  -1.37  -1.51
H  -0.58  -0.56  -1.52

The SMILES is C[C@]12CNC[C@H]1[NH2+]2. The calculation puts the frontier orbital gap at 11.04 eV. The lowest unoccupied orbital energy comes out at -2.8 eV. As for the charge: +1. The molar mass comes out at 99.2 g mol⁻¹. For the highest occupied orbital energy, the calculation gives -13.85 eV.

Most stable to least stable, the ends of the list are ii) and i).

i) An isolated ion of composition C5H11N2 and charge +1, computed with ωB97M-V/def2-TZVPD.

CARTESIAN COORDINATES (ANGSTROEM)
C  -2.54  0.11  -0.52
N  -1.33  -0.23  -0.45
C  -0.38  0.70  0.08
C  -0.38  1.96  -0.39
C  0.51  0.17  1.16
C  1.68  -0.61  0.47
N  1.11  -1.55  -0.51
H  -3.26  -0.59  -0.95
H  -2.83  1.11  -0.21
H  0.09  2.80  0.10
H  -0.80  2.17  -1.37
H  0.75  1.03  1.77
H  0.07  -0.65  1.75
H  2.38  0.08  -0.01
H  2.27  -1.06  1.27
H  0.42  -2.21  -0.13
H  0.40  -1.13  -1.14
H  1.84  -2.11  -0.95

The SMILES is C=NC(=C)CC[NH3+]. The calculation puts the frontier orbital gap at 9.90 eV. The lowest unoccupied orbital energy comes out at -3.2 eV. As for the charge: +1. The molar mass comes out at 99.2 g mol⁻¹. For the highest occupied orbital energy, the calculation gives -13.14 eV.

ii) A 3-piece molecular cluster, C5H11N2 overall, computed with ωB97M-V/def2-TZVPD.

CARTESIAN COORDINATES (ANGSTROEM)
C  -0.89  0.28  -0.09
C  2.88  0.96  -0.23
C  4.30  1.01  0.10
C  -3.96  1.29  0.48
C  -3.33  0.36  -0.55
N  1.79  0.74  -0.45
N  -1.98  0.30  -0.39
H  2.53  -2.87  0.06
H  0.38  0.45  -0.04
H  3.00  -3.43  0.22
H  4.37  0.62  1.06
H  4.60  0.33  -0.63
H  4.45  2.05  0.04
H  -5.08  1.00  0.59
H  -3.48  1.24  1.44
H  -3.89  2.26  0.15
H  -3.57  0.68  -1.58
H  -3.79  -0.61  -0.49

The calculation puts the frontier orbital gap at 13.32 eV. The lowest unoccupied orbital energy comes out at -3.0 eV. As for the charge: +1. The molar mass comes out at 99.2 g mol⁻¹. For the highest occupied orbital energy, the calculation gives -16.31 eV.

Most stable to least stable, the ends of the list are i) and ii).

i) An isolated ion of composition C5H11N2 and charge +1, computed with ωB97M-V/def2-TZVPD.

CARTESIAN COORDINATES (ANGSTROEM)
C  -0.50  1.97  1.83
N  0.38  1.07  1.92
C  0.87  0.13  1.30
C  0.07  -0.19  -0.11
C  0.04  -1.73  -0.26
C  0.82  0.49  -1.32
N  -1.30  0.29  -0.27
H  -1.41  1.82  2.50
H  -0.17  2.94  1.58
H  1.86  -0.30  1.63
H  -0.30  -2.20  0.77
H  0.93  -2.17  -0.59
H  -0.69  -1.98  -1.14
H  1.95  0.35  -1.28
H  0.60  1.54  -1.28
H  0.45  0.15  -2.27
H  -1.99  0.19  0.48
H  -1.51  1.19  -0.70

The SMILES is C=[N+]=CC(C)(C)N. The calculation puts the frontier orbital gap at 9.22 eV. The lowest unoccupied orbital energy comes out at -5.3 eV. As for the charge: +1. The molar mass comes out at 99.2 g mol⁻¹. For the highest occupied orbital energy, the calculation gives -14.47 eV.

ii) C5H11N2 as an isolated structure, computed with ωB97M-V/def2-TZVPD.

CARTESIAN COORDINATES (ANGSTROEM)
C  -1.31  -0.55  -1.71
C  -0.20  -0.63  2.32
C  -0.95  -0.59  -0.44
C  0.74  -0.40  1.43
C  0.47  -0.29  0.04
N  1.29  -0.41  -1.01
N  0.23  1.66  -0.04
H  -2.26  -0.85  -1.91
H  -0.75  -0.42  -2.67
H  0.12  -0.64  3.35
H  -1.19  -0.98  2.00
H  -1.76  -0.58  0.26
H  1.70  -0.02  1.65
H  1.08  -0.74  -1.98
H  2.26  -0.17  -0.95
H  -0.67  1.55  -0.48
H  0.81  2.01  -0.77
H  0.40  2.06  0.90

The calculation puts the frontier orbital gap at 10.37 eV. The lowest unoccupied orbital energy comes out at -4.1 eV. As for the charge: +1. The molar mass comes out at 99.2 g mol⁻¹. For the highest occupied orbital energy, the calculation gives -14.51 eV.

iii) C5H11N2 as an isolated structure, computed with ωB97M-V/def2-TZVPD.

CARTESIAN COORDINATES (ANGSTROEM)
C  1.29  0.28  -0.74
C  -1.44  0.02  1.48
C  0.54  0.49  0.47
C  0.43  1.31  -1.36
C  0.04  -1.78  1.24
N  -0.38  -0.36  0.97
N  -0.53  0.92  -2.19
H  2.36  0.59  -0.67
H  1.14  -0.70  -1.07
H  -2.07  -0.57  2.17
H  -1.73  1.04  1.25
H  0.80  1.42  0.93
H  0.78  2.33  -1.32
H  0.10  -2.54  0.38
H  0.98  -1.79  1.69
H  -0.66  -2.24  1.93
H  -0.40  0.08  -2.76
H  -1.27  1.50  -2.37

The calculation puts the frontier orbital gap (alpha / beta) at 7.47 / 7.47 eV. The lowest unoccupied orbital energy (alpha / beta) comes out at -4.3 / -4.3 eV. As for the charge: +1. The molar mass comes out at 99.2 g mol⁻¹. For the highest occupied orbital energy (alpha / beta), the calculation gives -11.82 / -11.82 eV.

Most stable to least stable, the ends of the list are ii) and iii).